{
  "formula": "C62H94N6O16",
  "method": "wB97M-V/def2-TZVPD",
  "largest_force_ev_per_a": 3.92,
  "homo_ev": -9.24,
  "homo_lumo_gap_ev": 9.79,
  "total_energy_ev": -107517.2288,
  "mol_weight_da": 1179.46,
  "elements": ["N", "C", "C", "C", "C", "C", "H", "H", "H", "H", "H", "N", "C", "C", "C", "C", "C", "H", "H", "H", "H", "H", "N", "C", "C", "C", "C", "C", "H", "H", "H", "H", "H", "N", "C", "C", "C", "C", "C", "H", "H", "H", "H", "H", "N", "C", "C", "C", "C", "C", "H", "H", "H", "H", "H", "N", "C", "C", "C", "C", "C", "H", "H", "H", "H", "H", "O", "C", "O", "C", "C", "C", "H", "H", "H", "H", "H", "H", "H", "H", "O", "C", "O", "C", "C", "C", "H", "H", "H", "H", "H", "H", "H", "H", "O", "C", "O", "C", "C", "C", "H", "H", "H", "H", "H", "H", "H", "H", "O", "C", "O", "C", "C", "C", "H", "H", "H", "H", "H", "H", "H", "H", "O", "C", "O", "C", "C", "C", "H", "H", "H", "H", "H", "H", "H", "H", "O", "C", "O", "C", "C", "C", "H", "H", "H", "H", "H", "H", "H", "H", "O", "C", "O", "C", "C", "C", "H", "H", "H", "H", "H", "H", "H", "H", "O", "C", "O", "C", "C", "C", "H", "H", "H", "H", "H", "H", "H", "H"],
  "positions_angstrom": [[-26.96368, -12.29175, 3.72490], [-28.27883, -12.23486, 3.41129], [-28.85960, -11.61443, 2.29913], [-27.97397, -10.95277, 1.45283], [-26.63088, -11.00787, 1.70765], [-26.16756, -11.61993, 2.83388], [-28.93320, -12.77037, 4.21523], [-29.91682, -11.60558, 2.08746], [-28.23521, -10.50725, 0.47587], [-25.85867, -10.46419, 1.16599], [-25.11238, -11.69069, 3.09960], [-23.28891, -9.07704, 2.24583], [-22.73434, -8.77347, 3.36629], [-21.58890, -9.44874, 3.86351], [-21.02768, -10.41878, 3.10619], [-21.67839, -10.80994, 1.94583], [-22.82116, -10.15859, 1.55880], [-23.23485, -7.99367, 3.96196], [-21.12933, -9.14016, 4.75100], [-20.24212, -10.97419, 3.51481], [-21.33775, -11.60209, 1.35873], [-23.36423, -10.50497, 0.68680], [-23.89930, -7.24593, 7.84079], [-23.69739, -7.54320, 9.11729], [-22.41203, -7.67022, 9.71560], [-21.28268, -7.58890, 8.90767], [-21.49675, -7.33558, 7.55341], [-22.80891, -7.12825, 7.11810], [-24.54810, -7.74798, 9.75197], [-22.38946, -7.79152, 10.80647], [-20.31583, -7.79881, 9.32729], [-20.71369, -7.16741, 6.80238], [-22.88195, -6.76135, 6.09076], [-31.67517, -3.94002, 1.69841], [-32.64064, -3.02529, 1.71428], [-33.90119, -3.17008, 1.18708], [-34.27461, -4.42073, 0.65268], [-33.29491, -5.40097, 0.58345], [-32.03707, -5.12681, 1.23222], [-32.35459, -2.06217, 2.18672], [-34.66484, -2.45501, 1.25619], [-35.19259, -4.58642, 0.22358], [-33.34354, -6.25075, -0.05345], [-31.32173, -5.93905, 1.24355], [-24.88957, -0.89474, 3.19364], [-24.09385, -1.84418, 2.54663], [-23.75461, -1.88866, 1.23668], [-24.15388, -0.83045, 0.44572], [-24.89335, 0.15734, 1.03459], [-25.22159, 0.07637, 2.39576], [-23.76719, -2.68093, 3.24259], [-23.13768, -2.68839, 0.79753], [-24.14343, -0.90700, -0.60582], [-25.48003, 0.91010, 0.44746], [-25.88245, 0.87668, 2.72772], [-26.67448, -4.54809, 0.70744], [-27.87344, -5.13537, 0.78368], [-27.95749, -6.50607, 1.06466], [-26.85236, -7.27461, 1.04233], [-25.63559, -6.69186, 0.96895], [-25.57715, -5.30549, 0.88320], [-28.74959, -4.51070, 0.70547], [-28.97267, -7.00091, 1.26277], [-27.00353, -8.36293, 1.02865], [-24.69956, -7.16949, 0.98959], [-24.56798, -4.84410, 0.93756], [-28.44090, -12.15255, -1.67194], [-27.49685, -12.53124, -2.29516], [-27.45899, -12.75551, -3.60820], [-28.67067, -12.49033, -4.42707], [-29.01140, -13.65358, -5.27603], [-26.21936, -12.78426, -1.65039], [-28.42449, -11.66423, -5.06499], [-29.49003, -12.24819, -3.69639], [-28.26159, -14.06019, -5.97721], [-29.99690, -13.37398, -5.75723], [-29.16100, -14.57335, -4.59502], [-25.40220, -12.44451, -2.28989], [-26.13883, -13.87145, -1.46867], [-26.16140, -12.31980, -0.69168], [-24.56745, -6.20861, 4.14643], [-25.69664, -6.58817, 4.10968], [-26.69805, -5.69973, 3.95258], [-26.20393, -4.33105, 3.87174], [-27.38411, -3.41499, 3.73098], [-26.19692, -7.98703, 4.41199], [-25.61064, -4.19405, 3.01246], [-25.61872, -4.12155, 4.77405], [-28.03073, -3.37351, 2.83707], [-26.90213, -2.44418, 3.72834], [-28.10318, -3.48564, 4.53630], [-25.48146, -8.67867, 3.99585], [-27.20692, -8.24443, 4.15712], [-26.13896, -7.98591, 5.52423], [-25.87603, -0.85154, -3.06089], [-26.95385, -1.48702, -3.21518], [-27.60661, -1.90172, -2.12371], [-27.11712, -1.61134, -0.78810], [-28.22519, -1.92504, 0.10880], [-27.65586, -1.86874, -4.50140], [-26.74947, -0.55920, -0.64914], [-26.29734, -2.28291, -0.73077], [-28.68433, -2.88850, -0.18602], [-28.94516, -1.13482, 0.08993], [-27.92231, -1.88769, 1.17152], [-26.93731, -2.04693, -5.28697], [-28.21200, -0.94383, -4.75723], [-28.26751, -2.76517, -4.42100], [-22.09420, -5.48580, -3.17537], [-21.82832, -4.37451, -2.73534], [-22.77509, -3.52242, -2.21506], [-24.09104, -4.08964, -2.30327], [-24.77770, -3.89721, -3.58358], [-20.47234, -3.90172, -2.72271], [-24.70137, -3.49970, -1.57992], [-24.02785, -5.09861, -1.86602], [-24.74928, -2.84392, -3.93282], [-25.78198, -4.25947, -3.53785], [-24.30391, -4.40596, -4.38508], [-19.72996, -4.69115, -2.83803], [-20.26203, -3.19940, -1.92832], [-20.32969, -3.28945, -3.66953], [-31.09356, -8.07436, 0.32963], [-31.75094, -9.01358, 0.76746], [-31.87103, -10.20781, 0.19224], [-31.08376, -10.55888, -0.91972], [-31.79351, -10.45776, -2.24245], [-32.59323, -8.96414, 2.00053], [-30.75107, -11.58345, -0.78682], [-30.25541, -9.86442, -0.88571], [-32.17497, -9.43516, -2.35842], [-32.66430, -11.14600, -2.44058], [-31.07241, -10.61731, -3.07487], [-32.89041, -7.98602, 2.16554], [-31.97522, -9.30301, 2.87131], [-33.42469, -9.60639, 2.05431], [-25.27191, -10.06006, -1.59005], [-25.69991, -9.02361, -2.02427], [-24.97392, -7.87881, -2.20445], [-23.55768, -8.04112, -1.87544], [-22.70991, -8.40226, -3.10106], [-27.13117, -8.92348, -2.50019], [-23.42307, -8.82249, -1.12688], [-23.32379, -7.06616, -1.46698], [-21.64493, -8.41933, -2.69730], [-22.73732, -7.51585, -3.72144], [-23.05451, -9.31030, -3.47292], [-27.63267, -9.88304, -2.43863], [-27.20103, -8.41068, -3.44938], [-27.53346, -8.11659, -1.92153], [-29.65868, -6.54800, -4.06313], [-30.18525, -5.96678, -3.12104], [-31.48327, -5.63991, -3.04707], [-32.37056, -6.14449, -4.17097], [-33.76287, -6.31101, -3.62032], [-29.38508, -5.42669, -2.01660], [-31.83645, -7.08482, -4.50854], [-32.42227, -5.40432, -4.90620], [-34.29808, -6.80644, -4.49749], [-34.22159, -5.38066, -3.43157], [-33.73788, -6.91885, -2.72982], [-29.09762, -4.41547, -2.28574], [-28.47083, -5.96132, -1.92733], [-30.00366, -5.43898, -1.11741], [-19.13496, -5.10555, 0.03039], [-19.14007, -6.15980, 0.67848], [-20.23095, -6.74948, 1.07728], [-21.51215, -6.12043, 1.05091], [-21.99239, -5.72830, 2.44290], [-17.84807, -6.86081, 1.08509], [-22.13568, -6.80249, 0.49726], [-21.31019, -5.26085, 0.39176], [-22.02940, -6.61615, 3.10509], [-23.01836, -5.44335, 2.44686], [-21.45315, -4.90491, 2.93974], [-16.98881, -6.22760, 0.85047], [-17.68860, -7.74804, 0.38635], [-17.98161, -7.36945, 2.03881]]
}